Formula: H18O9
Source: the OMol25 dataset
Level of theory: ωB97M-V/def2-TZVPD

Output
- HOMO-LUMO gap (eV) = 10.57
- charge = 0
- HOMO level (eV) = -10.497
- energy relative to the best compared isomer or geometry (same formula, charge and spin) (kJ/mol) = 260.7
- structure (SMILES) = O.O.O.O.O.O.O.O.O

Structure (XYZ):
```
27
Properties=species:S:1:pos:R:3:forces:R:3
O -1.349196 2.262131 -0.695431 0.79 0.05 0.11
H -1.457396 1.877219 0.191747 -0.25 0.09 -0.19
H -2.150172 2.725077 -0.903238 -0.69 0.29 -0.09
O 1.262834 -3.571611 0.378707 -0.65 0.99 -1.32
H 1.898176 -4.252253 0.335403 1.34 -1.27 -0.30
H 1.127600 -3.446720 1.287024 -0.48 0.34 2.03
O 0.156977 -4.192065 -1.986948 -0.78 0.09 -0.99
H -0.627495 -3.647942 -2.186035 0.60 -0.39 0.19
H 0.364988 -4.043770 -1.066443 -0.10 0.28 0.40
O 1.220864 0.787140 -1.345149 0.77 -1.42 0.28
H 2.190381 0.693369 -1.241345 -0.93 0.46 -0.13
H 1.005560 1.661355 -1.633119 0.12 0.99 -0.05
O -1.611168 0.749299 -2.843608 1.15 -0.45 -1.00
H -0.739082 0.529040 -3.238895 -0.96 -0.03 0.16
H -1.336894 1.272403 -2.080689 -0.28 0.04 0.44
O -0.556088 -0.494582 0.568552 -0.48 -3.45 0.43
H -0.141666 0.139179 0.011130 0.93 0.66 -1.30
H -0.396341 -1.419941 0.160047 -0.41 2.61 0.68
O 2.041832 -0.543807 2.006624 0.13 0.11 -0.84
H 1.811033 -1.258804 2.584233 -0.09 -0.45 0.70
H 1.593818 -0.799981 1.181442 0.06 0.45 0.33
O -1.694640 1.893526 1.928260 0.53 -0.56 -1.22
H -2.305392 2.533969 2.233182 -0.82 0.75 0.91
H -1.442114 1.268407 2.591681 -0.10 -0.55 0.76
O 0.717933 3.005753 1.351537 1.78 0.66 -0.02
H 0.457419 3.799368 0.878587 -0.33 -0.24 -0.01
H -0.041770 2.474241 1.532746 -0.86 -0.04 0.02
```
Forces are in eV/Å.

---

Formula: C16H25NO11
Source: the OMol25 dataset
Level of theory: ωB97M-V/def2-TZVPD

Output
- HOMO-LUMO gap (eV) = 9.66
- charge = 0
- HOMO level (eV) = -9.197
- energy relative to the best compared isomer or geometry (same formula, charge and spin) (kJ/mol) = 145.7
- structure (SMILES) = C[C@@H]1COC(=O)O1.C[C@@H]1COC(=O)O1.C[C@@H]1COC(=O)O1.C=CCNC(=O)O

Structure (XYZ):
```
53
Properties=species:S:1:pos:R:3:forces:R:3
C 0.465413 0.904323 0.994226 2.74 -1.53 -1.20
C 1.464773 0.089321 0.403896 -2.83 1.45 1.38
C 0.961531 -1.293299 -0.209353 -0.09 1.67 0.37
N 2.009524 -2.042395 -0.987749 -0.67 0.77 -1.48
C 1.863154 -1.559299 -2.377738 -1.29 -1.36 -1.44
O 1.083406 -2.141224 -3.159963 2.48 2.09 1.96
O 2.588958 -0.427316 -2.798500 -1.83 -1.57 1.22
H -0.601411 0.531248 1.001422 1.34 0.66 0.02
H 0.763376 1.880096 1.499423 -0.84 -1.73 -0.95
H 2.548546 0.431104 0.434331 -1.50 -0.84 -0.26
H 0.533345 -1.914211 0.638362 0.77 0.51 -1.17
H 0.119455 -1.041742 -0.934538 0.67 -0.34 1.21
H 1.651032 -3.015022 -1.025757 0.50 0.81 -0.25
H 2.024641 -0.052204 -3.514213 0.66 -0.48 0.38
C -4.404121 2.865961 3.558949 -0.09 -0.41 0.24
C -3.446095 2.525523 2.439063 -0.41 0.56 0.91
C -3.771163 3.198096 1.137351 0.09 0.59 -0.19
O -3.214702 2.296064 0.185836 0.00 -0.55 0.14
C -3.232206 1.061771 0.762631 0.06 -0.66 -0.31
O -3.013187 0.040450 0.180967 -0.08 0.59 0.30
O -3.533072 1.145337 2.088228 0.22 -0.11 -0.74
H -4.128861 2.327411 4.468823 0.05 0.13 -0.05
H -4.396544 3.936987 3.771813 0.07 -0.06 -0.06
H -5.424404 2.560712 3.311647 0.09 0.09 -0.13
H -2.415769 2.729834 2.750073 -0.01 0.01 -0.12
H -3.312954 4.184257 1.051413 0.05 -0.16 -0.16
H -4.845519 3.284412 0.946018 0.02 -0.05 0.17
C -0.360009 -4.234505 -4.089215 0.21 -0.50 0.07
C -1.095595 -5.533190 -4.336841 0.43 1.13 -0.18
C -2.526177 -5.515567 -3.883685 -0.50 0.23 -0.25
O -2.775685 -6.893264 -3.619356 0.40 -0.28 0.16
C -1.576092 -7.449518 -3.288315 0.16 -0.77 0.34
O -1.443264 -8.543102 -2.826252 -0.10 0.64 -0.27
O -0.549901 -6.592661 -3.551762 -0.54 -0.51 0.10
H 0.678183 -4.319236 -4.416291 -0.14 0.07 -0.04
H -0.828113 -3.407642 -4.626697 0.02 -0.08 0.03
H -0.332542 -3.993900 -3.025508 -0.19 -0.07 -0.15
H -1.012329 -5.818145 -5.391586 -0.13 -0.07 0.05
H -3.202768 -5.139255 -4.652180 -0.04 -0.20 0.09
H -2.684712 -4.951174 -2.959369 0.17 0.05 -0.07
C 5.454176 3.565208 2.675707 0.08 -0.42 0.21
C 4.007633 3.567551 2.233566 1.14 0.12 -0.02
C 3.312404 4.881799 2.439531 0.04 0.55 -0.34
O 1.951775 4.483363 2.578094 -0.12 -0.53 0.20
C 1.966719 3.214216 3.074059 -0.77 -0.50 0.67
O 0.999968 2.637885 3.491662 0.91 0.73 -0.22
O 3.222000 2.688472 3.036854 -0.80 0.22 -0.03
H 5.894615 2.577021 2.523348 -0.01 0.12 -0.09
H 6.038627 4.297721 2.115075 -0.10 -0.04 -0.02
H 5.540559 3.784588 3.743147 -0.11 0.11 -0.10
H 3.931432 3.232060 1.193533 -0.09 0.09 0.03
H 3.434895 5.556193 1.591002 -0.21 -0.05 0.07
H 3.617056 5.398887 3.354821 0.12 -0.14 -0.03
```
Forces are in eV/Å.

---

Formula: C3H10
Source: the OMol25 dataset
Level of theory: ωB97M-V/def2-TZVPD

Output
- HOMO-LUMO gap (eV) = 12.45
- charge = 0
- HOMO level (eV) = -11.405
- energy relative to the best compared isomer or geometry (same formula, charge and spin) (kJ/mol) = 118.0
- structure (SMILES) = CC.C

Structure (XYZ):
```
13
Properties=species:S:1:pos:R:3:forces:R:3
C -2.636897 -1.740328 0.320275 0.97 -0.21 -0.57
H -1.670800 -1.992716 0.780604 0.72 1.29 -0.79
H -3.083512 -0.944441 0.906279 -0.24 -0.14 0.01
H -2.958249 -2.731555 0.610831 -1.69 -0.14 -0.65
H -2.647256 -1.482338 -0.804590 0.24 -0.79 2.00
C 1.490326 0.611167 0.392476 1.09 1.30 0.88
C 1.713359 1.555696 -0.851613 0.04 -0.41 1.64
H 1.337076 1.327116 1.320162 -0.51 -1.65 -1.79
H 2.401932 0.036441 0.743137 -1.01 0.36 -0.88
H 0.638416 -0.082342 0.112096 0.96 0.87 0.95
H 2.480153 2.309778 -0.850558 0.12 1.06 1.62
H 2.191795 1.126915 -1.684197 -0.68 -1.76 -1.58
H 0.743656 2.006609 -0.994907 -0.04 0.23 -0.84
```
Forces are in eV/Å.

---

Formula: C4H6FN3
Source: the OMol25 dataset
Level of theory: ωB97M-V/def2-TZVPD

Output
- HOMO-LUMO gap (eV) = 10.02
- charge = 0
- HOMO level (eV) = -9.219
- energy relative to the best compared isomer or geometry (same formula, charge and spin) (kJ/mol) = 202.7
- structure (SMILES) = C=NN[C@H](C#N)CF

Structure (XYZ):
```
14
Properties=species:S:1:pos:R:3:forces:R:3
C -0.348615 1.457472 -0.033917 -0.53 -0.34 0.65
C -0.498335 -0.071090 0.294216 0.82 0.77 -0.30
C 2.132379 -0.942987 0.623669 -0.14 -0.53 -0.06
C -1.920706 -0.396911 0.193804 0.67 -0.25 0.26
H -0.878235 1.993170 0.782365 0.34 0.07 -0.61
H -0.762607 1.723269 -1.026627 0.00 -0.32 0.54
H -0.093764 -0.294256 1.291300 -0.69 0.38 -0.21
H 0.025320 -0.579802 -1.592301 0.31 -0.49 0.38
H 1.505880 -1.044193 1.541402 0.96 0.31 -0.45
H 3.231090 -0.932814 0.656946 -0.68 -0.20 0.17
N 0.278793 -0.880581 -0.644677 -2.60 0.26 -1.26
N 1.593706 -0.938687 -0.532156 2.31 0.34 0.78
N -3.023946 -0.669089 0.079749 -0.63 -0.01 -0.07
F 0.982679 1.808247 -0.048903 -0.12 0.02 0.17
```
Forces are in eV/Å.